A cluster of 2 separate species, C4H12 in total. Source: the Open Molecules 2025 dataset; level of theory: ωB97M-V/def2-TZVPD.

Results
**Lowest unoccupied orbital energy**: 1.2 eV
**ΔE to the lowest compared entry with this formula, charge and spin**: 12.92 kcal/mol
**Orbital gap**: 0.4635 Ha
**Energy**: -4341.9681 eV
**Total charge**: 0

Geometry (Å):
C -1.77353 1.00971 -0.91339
C -1.09924 -0.05942 -1.80609
H -2.32890 0.48312 -0.13579
H -1.03018 1.65794 -0.45405
H -2.46985 1.60196 -1.49881
H -0.06005 -0.09670 -1.50650
H -1.52693 -1.05122 -1.70856
H -1.05459 0.26012 -2.84917
C 0.73174 -0.65229 1.01416
C 2.09952 -0.27713 1.68228
H 0.80126 -1.74692 1.06442
H -0.15317 -0.44485 1.59915
H 0.68996 -0.39010 -0.02685
H 1.88366 0.57072 2.33455
H 2.83627 0.00206 0.93656
H 2.48508 -1.10335 2.27141

Forces on the atoms, in the same order (eV/Å):
-0.122 -0.913 -0.360
0.489 1.012 -0.016
-0.015 0.350 0.159
-0.097 0.077 0.015
-0.124 0.164 0.114
0.088 -0.390 -0.207
-0.129 -0.019 -0.117
-0.320 -0.203 -0.026
1.795 -1.984 0.829
-1.456 0.755 -0.056
-0.533 -0.041 -0.591
-0.106 0.675 -0.050
-0.220 0.340 0.123
0.618 0.065 0.087
0.099 0.073 -0.008
0.034 0.041 0.104

***

A structure of composition C10H24N4NiO2P2. Source: the Open Molecules 2025 dataset; level of theory: ωB97M-V/def2-TZVPD.

Results
**Lowest unoccupied orbital energy (spin up / spin down)**: -2.3 / -5.0 eV
**ΔE to the lowest compared entry with this formula, charge and spin**: 0.00 kcal/mol
**Orbital gap (spin up / spin down)**: 0.2799 / 0.2367 Ha
**Spin multiplicity**: 4
**Energy**: -80427.0525 eV
**Total charge**: +1

Geometry (Å):
Ni 0.06629 0.04444 0.53656
P -1.81009 -0.77366 1.08768
P -0.30377 2.10531 0.83885
N 0.58712 -1.70989 0.00292
N 1.66340 0.55236 -0.35419
H 1.92359 -2.55965 -1.39007
H 3.52469 -0.41764 -0.72026
H 2.61553 -2.29635 0.21928
C 1.92174 -1.87201 -0.52812
H 2.39337 -0.43482 -2.07955
C 2.45379 -0.50381 -0.97216
H 0.23094 -3.76673 0.18305
H 2.79448 2.11491 -1.18513
C -0.16699 -2.75118 0.33727
C 1.91265 1.83907 -0.58675
C -1.43234 -2.50677 0.83815
C 1.05900 2.80504 -0.08197
H -2.09359 -3.33157 1.06846
H 1.24736 3.86528 -0.23543
H -1.45692 2.58827 0.14258
H -0.28383 2.79050 2.08286
H -2.82139 -0.56596 0.10711
H -2.52684 -0.70643 2.31109
H 0.02900 0.52503 -2.65031
C -0.94540 0.38996 -3.14993
C -1.67352 1.72422 -3.15669
C -0.76508 -0.16467 -4.54669
O -1.71190 -0.53233 -2.34158
H -1.36554 2.31268 -4.03239
H -2.75897 1.56146 -3.23655
H -1.45774 2.29577 -2.24229
H -0.01093 -0.96067 -4.56024
H -1.71528 -0.58550 -4.90761
H -0.46516 0.60416 -5.27298
H -1.13067 -1.25200 -2.02331
N -0.15904 -1.11321 5.13603
C 0.61938 -0.10742 4.59729
N 0.52027 1.05737 5.31315
O 1.32069 -0.22941 3.60163
H -0.67353 -0.97254 5.99481
H -0.12999 -2.02397 4.71639
H 1.03522 1.86783 5.01356
H -0.05999 1.09451 6.12548

Forces on the atoms, in the same order (eV/Å):
1.126 -0.469 0.354
-1.981 -0.725 0.050
-0.521 1.871 0.269
0.452 -0.464 0.069
0.429 -0.256 -0.667
-0.023 0.092 0.285
-0.349 0.110 -0.018
-0.475 0.045 -0.027
0.332 -0.306 -0.179
-0.058 0.178 0.509
0.329 0.288 -0.483
-0.345 0.327 0.071
-0.338 -0.027 0.221
0.108 -0.509 -0.255
0.579 0.526 -0.309
0.134 -0.724 0.175
0.618 0.091 -0.231
0.027 0.028 0.056
-0.022 -0.271 -0.023
0.364 0.228 0.577
-0.295 0.158 -0.434
0.017 -0.007 0.494
-0.052 -0.191 -0.354
-0.083 0.017 -0.259
0.039 -0.030 0.286
-0.210 0.076 -0.026
-0.017 -0.275 -0.488
0.445 -0.239 0.389
-0.027 -0.058 0.377
0.315 0.028 0.067
-0.183 -0.107 -0.261
-0.166 0.060 -0.059
0.233 0.109 0.173
0.071 -0.169 0.317
-0.358 0.574 -0.438
0.112 0.340 -0.300
-0.166 0.014 0.508
0.129 -0.154 -0.493
-0.452 -0.075 0.013
0.202 -0.224 -0.324
0.077 0.002 0.084
-0.023 -0.167 0.108
0.008 0.284 0.174

***

The molecule C24H24BrNO3S. Source: the Open Molecules 2025 dataset; level of theory: ωB97M-V/def2-TZVPD.

Results
**Lowest unoccupied orbital energy**: 0.4 eV
**ΔE to the lowest compared entry with this formula, charge and spin**: 4.87 kcal/mol
**Orbital gap**: 0.3496 Ha
**Energy**: -113786.2292 eV
**Total charge**: 0

Geometry (Å):
C -0.94679 -1.20765 2.56302
C -1.24499 -0.66626 1.39600
C -0.78983 -1.21947 0.07419
C -1.86296 -1.11226 -1.03258
O -2.81778 -2.14127 -1.00836
C -3.73122 -2.09975 0.07153
C -4.58173 -0.85344 0.09693
C -5.13427 -0.36974 -1.08311
C -5.90900 0.77595 -1.07624
C -6.14601 1.44619 0.11255
C -5.60215 0.96762 1.29236
C -4.81898 -0.17400 1.28406
N 0.44776 -0.55556 -0.32900
C 0.41781 0.87234 -0.60816
C 1.64356 1.52130 -0.02126
C 2.52800 2.24221 -0.81044
C 3.67377 2.78888 -0.25834
C 3.94742 2.61546 1.08715
C 3.06285 1.90713 1.88363
C 1.91401 1.36857 1.33399
S 1.35486 -1.39651 -1.45820
O 1.20572 -2.79830 -1.22494
O 1.10228 -0.89946 -2.78226
C 3.04533 -0.94302 -1.05091
C 3.83464 -0.36255 -2.02635
C 5.15264 -0.04143 -1.75109
C 5.67735 -0.30700 -0.49554
C 4.89678 -0.90142 0.48026
C 3.57944 -1.22406 0.19041
Br 2.51967 -2.04526 1.50043
H -1.28083 -0.77229 3.49015
H -0.35629 -2.10522 2.63743
H -1.84022 0.23789 1.34726
H -0.51780 -2.27434 0.18383
H -1.36150 -1.21674 -1.99931
H -2.35366 -0.12729 -0.98903
H -3.20711 -2.21596 1.02942
H -4.36865 -2.97697 -0.08346
H -4.94198 -0.89897 -2.00492
H -6.33158 1.14546 -1.99909
H -6.75304 2.33949 0.11940
H -5.78429 1.48736 2.22178
H -4.39084 -0.54429 2.20500
H -0.47694 1.30113 -0.15354
H 0.37557 1.03835 -1.69113
H 2.31990 2.37031 -1.86287
H 4.35663 3.34641 -0.88213
H 4.84599 3.03441 1.51493
H 3.26782 1.77237 2.93510
H 1.22305 0.81100 1.94904
H 3.38786 -0.17559 -2.98998
H 5.76777 0.41233 -2.51219
H 6.70316 -0.05633 -0.27280
H 5.29881 -1.11978 1.45736

Forces on the atoms, in the same order (eV/Å):
-0.053 0.076 0.083
0.142 0.044 -0.112
-0.338 -0.531 -0.067
0.296 0.069 -0.074
-0.101 -0.117 0.000
-0.136 -0.245 0.124
0.110 -0.009 -0.001
0.014 -0.037 0.034
-0.018 -0.021 -0.090
-0.038 0.085 0.069
-0.080 0.100 0.072
0.027 -0.115 -0.098
0.515 -0.507 -0.829
0.153 0.475 -0.139
0.028 0.387 0.065
-0.208 0.067 0.138
0.059 0.089 0.011
0.051 0.067 -0.017
-0.096 0.004 0.071
-0.049 0.116 -0.042
0.460 0.133 0.025
-0.261 -0.126 0.174
0.071 0.249 -0.081
-0.530 -0.196 -0.147
0.024 -0.047 -0.178
-0.063 -0.107 -0.019
-0.028 -0.030 -0.066
-0.135 -0.042 -0.056
0.084 -0.078 0.214
0.301 -0.222 0.616
-0.080 0.114 0.157
0.098 -0.228 -0.044
-0.102 0.107 0.096
-0.194 0.088 0.062
-0.104 0.107 0.091
0.101 -0.048 -0.051
-0.169 -0.025 -0.113
0.084 0.084 0.112
0.024 -0.035 -0.112
-0.036 0.030 -0.073
-0.042 0.071 0.002
-0.018 0.047 0.070
0.073 -0.035 0.094
-0.006 -0.098 -0.045
-0.135 0.184 0.173
-0.014 -0.024 -0.147
0.078 0.039 -0.061
0.090 0.037 0.039
0.026 -0.010 0.112
-0.045 -0.093 0.069
0.020 0.086 -0.128
0.045 0.047 -0.082
0.101 0.033 0.024
0.004 -0.011 0.074